Record 1
Computed, not measured: a 4-piece molecular cluster, C4H15N2O2 overall at a distorted geometry, with ωB97M-V with the def2-TZVPD basis set.

Element x y z (Å)
C 2.800 -1.186 -0.342
C 2.716 0.340 -0.256
C 1.416 0.867 0.340
N -1.029 2.122 0.659
C -0.965 1.139 -0.139
N 0.238 0.561 -0.480
H 2.260 -1.610 -1.178
H 3.829 -1.515 -0.331
H 2.192 -1.631 0.440
H 2.919 0.822 -1.186
H 3.521 0.678 0.390
H 1.494 1.961 0.397
H 1.195 0.402 1.301
H -1.974 2.539 0.720
H -1.472 -1.430 -0.920
H -1.648 0.926 -0.974
H 0.175 -0.447 -0.687
H -3.407 -1.158 -0.880
H -4.947 -1.165 -0.575
O -4.159 -0.614 -0.632
H -0.390 -2.489 1.643
H -0.673 -1.899 0.176
O -0.083 -1.871 0.964

* total charge: +1
* ΔE to the lowest compared entry with this formula, charge and spin: 213.6 kcal/mol
* molar mass: 123.18 g/mol
* E_LUMO: -9.9 eV
* HOMO-LUMO gap: 4.7 eV
* HOMO level: -14.634 eV

Mulliken atomic charge list, values in e, 5 entries:
1 C -1.072
2 C -0.590
3 C -0.535
4 N -0.425
5 C 0.093

=====

Record 2
Computed, not measured: C14H25BN6PtSi as an isolated structure at a distorted geometry, with ωB97M-V with the def2-TZVPD basis set.

Element x y z (Å)
H 0.479 2.847 0.294
N 0.099 1.421 -1.218
B -0.227 0.154 -3.410
N 0.137 1.427 -2.595
C 0.492 2.656 -3.007
Pt -0.388 -0.211 -0.063
H 0.560 2.848 -4.070
C 0.697 3.454 -1.888
H 0.990 4.481 -1.878
C 0.441 2.649 -0.771
H -0.174 0.294 -4.596
C -0.994 -1.892 0.956
H -1.005 -1.717 2.037
H -0.283 -2.691 0.726
H -1.989 -2.205 0.629
N -1.626 -0.237 -2.870
N 0.725 -0.932 -2.851
N -1.838 -0.392 -1.518
N 0.773 -1.188 -1.500
C -2.788 -0.449 -3.513
C 1.604 -1.744 -3.473
H -2.798 -0.361 -4.590
H 1.701 -1.688 -4.552
C -3.762 -0.754 -2.572
C 2.230 -2.532 -2.513
C -3.134 -0.710 -1.325
C 1.683 -2.155 -1.278
H -4.792 -0.984 -2.764
H 2.978 -3.281 -2.676
H -3.497 -0.897 -0.323
H 1.877 -2.503 -0.274
H -1.347 0.562 1.038
C 2.199 -0.272 4.324
Si 0.754 0.395 3.307
C -0.805 -0.308 4.092
C 0.648 2.260 3.502
C 1.061 -0.130 1.504
H 2.075 -0.048 5.393
H 3.152 0.169 4.002
H 2.281 -1.363 4.220
H -0.907 0.089 5.115
H -1.706 -0.020 3.539
H -0.784 -1.403 4.168
H 1.573 2.753 3.168
H -0.195 2.671 2.929
H 0.496 2.509 4.565
H 1.521 -1.132 1.490
H 1.812 0.561 1.090

* molar mass: 511.37 g/mol
* E_LUMO (spin up / spin down): 0.7 / -2.7 eV
* HOMO-LUMO gap (spin up / spin down): 4.8 / 6.4 eV
* HOMO level (spin up / spin down): -4.106 / -9.119 eV
* 2S+1: 3
* expectation value of S²: 2.007

Mulliken atomic charge list, values in e, 5 entries:
1 H 0.332
2 N -0.537
3 B 0.081
4 N 0.112
5 C -0.116

=====

Record 3
Computed, not measured: one molecule with the formula C10H13N3O2 at a distorted geometry, with ωB97M-V with the def2-TZVPD basis set.

Element x y z (Å)
C 0.628 -2.599 -0.893
C -0.355 -1.441 -1.126
C -0.634 -0.714 0.228
N 0.581 0.008 0.651
C 0.708 0.441 1.965
C 0.999 1.767 2.269
C 1.042 2.212 3.606
C 0.763 1.307 4.639
C 0.517 -0.042 4.353
C 0.522 -0.489 3.021
N 1.389 0.633 -0.354
C 1.140 0.446 -1.660
O 1.654 1.113 -2.540
N 0.220 -0.539 -2.046
O -0.106 -0.683 -3.428
H 0.848 -3.072 -1.827
H 1.572 -2.250 -0.416
H 0.175 -3.349 -0.232
H -1.304 -1.837 -1.473
H -0.890 -1.509 0.952
H -1.429 0.021 0.172
H 1.124 2.513 1.479
H 1.223 3.257 3.832
H 0.753 1.648 5.695
H 0.356 -0.756 5.144
H 0.316 -1.532 2.878
H 2.171 1.254 -0.153
H 0.465 -0.049 -3.954

* ΔE to the lowest compared entry with this formula, charge and spin: 64.2 kcal/mol
* molar mass: 207.23 g/mol
* E_LUMO: 0.8 eV
* HOMO-LUMO gap: 8.4 eV
* HOMO level: -7.689 eV

Mulliken atomic charge list, values in e, 5 entries:
1 C -1.268
2 C -0.158
3 C -0.808
4 N 0.336
5 C 0.209

=====

Record 4
Computed, not measured: a 2-piece molecular cluster, C22H25ClN2O2 overall at a distorted geometry, with ωB97M-V with the def2-TZVPD basis set.

Element x y z (Å)
C -5.148 1.277 1.368
C -3.879 1.824 0.764
O -2.797 1.317 1.603
C -1.550 1.699 1.242
C -0.527 1.035 2.080
N 0.723 1.310 1.876
C 1.769 0.707 2.371
C 3.110 1.178 2.129
C 4.234 0.417 2.533
C 5.521 0.905 2.337
C 5.701 2.158 1.725
Cl 7.286 2.763 1.489
C 4.594 2.911 1.295
C 3.303 2.414 1.482
O -1.308 2.471 0.327
H -6.005 1.508 0.733
H -5.077 0.191 1.483
H -5.320 1.711 2.359
H -3.747 1.457 -0.264
H -3.874 2.923 0.773
H -0.887 0.365 2.875
H 1.656 -0.207 2.977
H 4.069 -0.555 3.001
H 6.391 0.335 2.652
H 4.755 3.877 0.825
H 2.427 2.969 1.149
C -0.177 -4.408 -0.955
C -0.303 -4.149 0.553
C -0.394 -2.633 0.743
N -0.515 -2.076 -0.615
C -0.508 -0.773 -0.806
C -0.723 -0.092 -2.054
C -1.605 -0.561 -3.064
C -1.680 0.104 -4.285
C -0.968 1.293 -4.496
C -0.168 1.816 -3.470
C -0.048 1.137 -2.267
C -0.574 -3.102 -1.659
H 0.858 -4.658 -1.214
H -0.818 -5.230 -1.279
H -1.214 -4.615 0.937
H 0.547 -4.559 1.101
H -1.265 -2.350 1.356
H 0.499 -2.233 1.249
H -0.206 -0.165 0.056
H -2.233 -1.432 -2.869
H -2.303 -0.306 -5.081
H -1.040 1.819 -5.448
H 0.375 2.751 -3.610
H 0.554 1.528 -1.448
H 0.087 -2.875 -2.508
H -1.598 -3.191 -2.053

* ΔE to the lowest compared entry with this formula, charge and spin: 106.7 kcal/mol
* molar mass: 384.91 g/mol
* E_LUMO: -1.5 eV
* HOMO-LUMO gap: 3.9 eV
* HOMO level: -5.393 eV

Mulliken atomic charge list, values in e, 5 entries:
1 C -1.230
2 C -0.070
3 O -0.319
4 C 0.500
5 C -0.540

=====

Record 5
Computed, not measured: one molecule with the formula C4H10N2 at a distorted geometry, with ωB97M-V with the def2-TZVPD basis set.

Element x y z (Å)
C 0.569 -1.456 -0.043
C -0.352 -0.241 0.168
C -1.775 -0.532 -0.310
C 0.725 1.922 0.016
N 1.911 -0.985 -0.115
N 0.258 0.780 -0.642
H 0.445 -2.222 0.746
H 0.331 -1.921 -1.006
H -0.371 0.041 1.241
H -1.751 -0.869 -1.342
H -2.384 0.367 -0.253
H -2.218 -1.307 0.313
H 1.145 1.731 1.018
H 1.457 2.423 -0.619
H -0.112 2.624 0.170
H 2.120 -0.355 0.657

* ΔE to the lowest compared entry with this formula, charge and spin: 95.2 kcal/mol
* molar mass: 86.14 g/mol
* E_LUMO (spin up / spin down): 0.0 / 0.1 eV
* HOMO-LUMO gap (spin up / spin down): 9.0 / 9.6 eV
* HOMO level (spin up / spin down): -9.046 / -9.487 eV

Mulliken atomic charge list, values in e, 5 entries:
1 C -0.491
2 C 0.509
3 C -1.398
4 C -0.795
5 N -0.558

=====

Record 6
Computed, not measured: one molecule with the formula C6H6O, with ωB97M-V with the def2-TZVPD basis set.

Element x y z (Å)
C 0.965 2.221 0.172
C 0.522 1.149 -0.162
C -0.175 -0.119 -0.397
C 0.744 -1.177 -0.838
C 1.474 -2.092 -1.111
C -0.903 -0.565 0.919
O -1.342 0.521 1.692
H 1.369 3.176 0.406
H -0.919 0.064 -1.187
H 2.135 -2.892 -1.365
H -0.245 -1.264 1.468
H -1.798 -1.115 0.634
H -0.558 1.068 1.855

* ΔE to the lowest compared entry with this formula, charge and spin: 92.3 kcal/mol
* molar mass: 94.11 g/mol
* E_LUMO: 0.9 eV
* HOMO-LUMO gap: 11.0 eV
* HOMO level: -10.107 eV

Mulliken atomic charge list, values in e, 5 entries:
1 C 0.131
2 C -0.894
3 C 0.650
4 C -0.937
5 C 0.255

=====

Q: Number 5 is which compound?
A: C4H10N2

=====

Q: Which of these has the lowest molar mass?
A: C4H10N2

=====

Q: Which value of molar mass does entry 1 give?
A: 123.18 g/mol